(1)
DFT (ωB97M-V/def2-TZVPD) results for one molecule with the formula C4H5NO2 in a non-equilibrium geometry.

Structure (XYZ):
```
12
Properties=species:S:1:pos:R:3
C 0.484 0.742 0.603
C -0.565 0.072 0.069
C 1.775 0.348 0.011
C -1.947 -0.019 0.145
N 1.465 -0.695 -0.898
O 2.907 0.666 0.363
O 0.165 -1.003 -0.952
H 0.354 1.528 1.273
H -2.337 0.653 0.875
H -2.175 -1.008 0.567
H -2.374 -0.045 -0.825
H 2.247 -1.238 -1.230
```

Summary:
HOMO in eV: -8.715
ΔE to the lowest compared entry with this formula, charge and spin in kcal/mol: 72.00
LUMO energy in eV: 0.7
SMILES string: Cc1cc(=O)[nH]o1
F_max in eV Å⁻¹: 7.76
2S+1: 1

(2)
DFT (ωB97M-V/def2-TZVPD) results for a 14-piece molecular cluster, C11H44F6N19O17S2 overall in a non-equilibrium geometry.

Structure (XYZ):
```
99
Properties=species:S:1:pos:R:3
C -8.344 -23.974 -7.781
F -9.120 -24.670 -6.984
F -8.663 -24.368 -9.026
F -8.594 -22.672 -7.605
S -6.494 -24.415 -7.680
O -6.251 -25.541 -8.532
O -5.822 -23.214 -8.165
N -6.403 -24.485 -5.925
S -5.837 -25.938 -5.778
O -6.760 -26.948 -6.286
O -4.437 -26.055 -6.154
C -5.783 -26.267 -3.913
F -5.483 -27.556 -3.762
F -4.855 -25.415 -3.420
F -7.009 -26.033 -3.476
O -3.103 -28.852 -4.323
H -2.413 -28.211 -4.515
H -3.784 -28.348 -3.867
O -7.517 -29.338 -4.776
H -7.010 -29.576 -5.565
H -7.846 -28.449 -4.968
O -9.416 -27.055 -5.264
H -9.228 -27.336 -6.166
H -8.704 -26.444 -5.051
O -8.463 -23.338 -4.316
H -8.991 -22.747 -4.861
H -7.677 -23.533 -4.849
C -2.653 -22.731 -6.112
O -1.692 -21.990 -5.844
N -3.884 -22.510 -5.601
N -2.571 -23.830 -6.819
H -4.047 -21.759 -4.955
H -4.604 -23.181 -5.824
H -3.381 -24.431 -6.826
H -1.736 -24.050 -7.332
C -4.048 -26.946 0.677
O -4.979 -26.421 1.278
N -4.038 -27.036 -0.678
N -2.946 -27.390 1.313
H -4.606 -26.444 -1.255
H -3.210 -27.443 -1.082
H -2.960 -27.191 2.299
H -2.102 -27.272 0.777
C -11.045 -24.828 -11.618
O -10.903 -25.406 -10.547
N -10.182 -23.862 -11.995
N -12.050 -24.996 -12.491
H -10.309 -23.246 -12.776
H -9.550 -23.652 -11.237
H -12.085 -24.591 -13.406
H -12.884 -25.316 -12.021
C -8.870 -28.479 -9.783
O -8.404 -29.424 -9.135
N -9.958 -27.824 -9.284
N -8.369 -27.943 -10.893
H -10.146 -26.908 -9.669
H -10.325 -28.189 -8.423
H -7.736 -28.473 -11.463
H -8.588 -26.968 -11.012
C -5.656 -26.575 -12.095
O -6.327 -26.716 -13.112
N -5.440 -25.426 -11.478
N -5.030 -27.602 -11.489
H -5.130 -25.546 -10.527
H -5.707 -24.502 -11.760
H -4.395 -27.422 -10.731
H -5.122 -28.509 -11.909
C -3.439 -21.072 -10.219
O -2.555 -20.235 -10.426
N -3.664 -21.466 -8.957
N -4.236 -21.607 -11.136
H -3.152 -21.045 -8.202
H -4.548 -21.946 -8.861
H -4.101 -21.339 -12.094
H -4.992 -22.157 -10.767
C -6.900 -30.570 -1.072
O -6.549 -30.559 0.092
N -6.864 -29.516 -1.863
N -7.219 -31.692 -1.771
H -6.611 -28.596 -1.547
H -6.946 -29.623 -2.865
H -6.954 -32.560 -1.340
H -7.544 -31.644 -2.719
C -5.223 -30.494 -7.723
O -4.207 -30.776 -7.128
N -5.970 -29.395 -7.436
N -5.836 -31.282 -8.597
H -5.624 -28.638 -6.874
H -6.933 -29.340 -7.738
H -6.524 -30.903 -9.230
H -5.370 -32.152 -8.793
C -12.255 -25.071 -4.165
O -13.273 -24.414 -3.929
N -11.105 -24.834 -3.555
N -12.201 -25.847 -5.254
H -11.072 -24.316 -2.694
H -10.201 -25.127 -3.882
H -12.983 -26.361 -5.615
H -11.279 -26.103 -5.583
```

Summary:
HOMO in eV: -7.430
ΔE to the lowest compared entry with this formula, charge and spin in kcal/mol: 32.44
Net charge: -1
LUMO energy in eV: 1.4
F_max in eV Å⁻¹: 4.08
2S+1: 1

(3)
DFT (ωB97M-V/def2-TZVPD) results for a 4-piece molecular cluster, C39H76N4O15S2 overall in a non-equilibrium geometry.

Structure (XYZ):
```
136
Properties=species:S:1:pos:R:3
C -0.744 -2.723 2.493
C 0.373 -1.577 2.844
C 0.119 -0.271 1.951
C 0.540 1.167 2.487
O 0.310 1.436 3.891
C -0.835 0.919 4.467
N -1.855 0.400 4.885
C -0.221 2.227 1.479
C -1.814 2.345 1.759
S -2.045 3.754 3.008
C -3.455 4.846 2.485
C -2.940 5.820 1.305
C 0.064 2.037 -0.093
C 0.229 3.511 -0.795
C -1.092 4.256 -1.243
C -1.469 4.014 -2.820
C -0.360 4.667 -3.806
O -0.482 5.891 -4.080
O 0.634 3.784 -4.306
C 1.855 4.477 -4.688
C 1.947 4.487 -6.296
C -1.025 1.106 -0.870
C -0.313 0.337 -2.122
O -0.001 1.006 -3.150
N -0.089 -1.120 -1.971
C -0.954 -1.944 -2.867
C 1.357 -1.499 -2.038
O 1.342 1.404 -0.445
S 2.608 1.834 0.533
O 3.172 3.222 0.309
O 3.743 0.903 0.092
C 2.141 1.526 2.348
C 3.100 0.235 2.692
C 3.009 -0.309 4.200
C 4.495 -0.270 4.866
N 5.690 -0.784 4.158
O 4.656 0.173 6.053
C 2.710 2.678 3.275
C 1.913 4.036 3.500
C 2.239 5.239 2.489
N 3.627 5.763 2.413
O 1.384 5.834 1.762
H -0.240 -3.498 1.789
H -1.030 -3.306 3.440
H -1.637 -2.310 1.909
H 0.499 -1.405 3.966
H 1.376 -2.039 2.482
H 0.522 -0.554 0.903
H -1.036 -0.254 1.807
H 0.136 3.319 1.671
H -2.449 2.634 0.862
H -2.286 1.423 2.238
H -4.406 4.258 2.246
H -3.699 5.512 3.404
H -1.816 5.592 1.143
H -3.003 6.938 1.542
H -3.463 5.525 0.330
H 0.884 3.363 -1.744
H 0.846 4.234 -0.133
H -0.896 5.400 -1.177
H -2.051 4.068 -0.663
H -1.708 2.923 -3.061
H -2.430 4.628 -2.996
H 2.010 5.495 -4.193
H 2.731 3.808 -4.322
H 3.039 4.466 -6.691
H 1.488 3.481 -6.650
H 1.400 5.381 -6.770
H -1.464 0.276 -0.219
H -1.900 1.683 -1.315
H -2.050 -1.561 -2.841
H -1.009 -3.004 -2.396
H -0.509 -1.971 -3.923
H 1.848 -1.109 -1.060
H 1.858 -0.964 -2.917
H 1.437 -2.641 -2.066
H 4.176 0.661 2.590
H 2.928 -0.641 1.978
H 2.747 -1.439 4.170
H 2.346 0.288 4.911
H 6.191 -1.465 4.747
H 6.264 0.043 3.940
H 3.039 2.346 4.341
H 3.727 2.989 2.795
H 2.210 4.459 4.545
H 0.760 3.931 3.582
H 4.315 5.039 2.658
H 3.807 6.194 1.496
C -0.805 0.173 -6.701
O -0.739 -1.213 -7.005
C -1.967 -1.880 -6.734
C -2.768 -2.123 -8.011
O -3.215 -0.896 -8.585
C -2.413 -0.488 -9.685
H 0.057 0.665 -7.154
H -1.714 0.637 -7.093
H -0.760 0.315 -5.616
H -2.556 -1.322 -5.999
H -1.710 -2.849 -6.294
H -3.663 -2.700 -7.759
H -2.186 -2.703 -8.736
H -2.655 -1.095 -10.564
H -1.345 -0.570 -9.464
H -2.642 0.556 -9.905
C -2.987 -5.093 -4.055
O -3.124 -5.379 -2.670
C -4.075 -6.415 -2.421
C -3.385 -7.750 -2.152
O -2.711 -8.230 -3.315
C -1.311 -7.992 -3.267
H -2.087 -4.490 -4.191
H -2.889 -6.001 -4.654
H -3.852 -4.516 -4.400
H -4.784 -6.500 -3.251
H -4.637 -6.124 -1.528
H -4.146 -8.492 -1.897
H -2.694 -7.671 -1.306
H -0.839 -8.708 -2.585
H -1.080 -6.973 -2.948
H -0.905 -8.143 -4.269
C 1.367 -4.479 8.791
O 1.203 -3.196 9.380
C 2.196 -2.268 8.945
C 1.649 -1.331 7.872
O 1.348 -2.038 6.668
C -0.043 -2.302 6.530
H 0.454 -5.052 8.962
H 1.540 -4.416 7.713
H 2.203 -5.000 9.268
H 3.090 -2.792 8.589
H 2.481 -1.673 9.818
H 2.420 -0.595 7.624
H 0.770 -0.788 8.235
H -0.565 -1.387 6.232
H -0.479 -2.690 7.453
H -0.171 -3.050 5.744
```

Summary:
HOMO in eV: -8.856
LUMO energy in eV: 0.2
SMILES string: CCC[C@]1(OC#N)[C@H](CSCC)[C@](CCCC(=O)OCC)(CC(=O)N(C)C)OS(=O)(=O)C1(CCC(N)=O)CCC(N)=O.COCCOC.COCCOC.COCCOC
F_max in eV Å⁻¹: 7.20
2S+1: 1

(4)
DFT (ωB97M-V/def2-TZVPD) results for C10H24Ag2ClN2O4 as an isolated structure in a non-equilibrium geometry.

Structure (XYZ):
```
43
Properties=species:S:1:pos:R:3
Ag 0.407 4.386 -3.427
Ag -2.605 1.946 -2.594
Cl -0.224 2.527 -1.524
C 0.555 -1.165 -1.869
O 0.732 -1.510 -0.503
C 0.904 -2.897 -0.271
C -0.282 -3.782 -0.539
O -1.425 -3.412 0.221
C -1.343 -3.884 1.551
H -0.377 -1.564 -2.287
H 1.375 -1.600 -2.451
H 0.534 -0.081 -1.912
H 1.133 -2.854 0.800
H 1.824 -3.314 -0.702
H -0.072 -4.851 -0.438
H -0.608 -3.651 -1.576
H -0.371 -3.716 2.030
H -1.404 -4.981 1.552
H -2.136 -3.430 2.135
C -4.452 1.348 1.548
C -3.386 1.398 0.494
O -3.551 2.118 -0.517
N -2.238 0.739 0.675
C -1.858 -0.173 1.744
H -4.151 2.066 2.314
H -4.575 0.374 2.013
H -5.398 1.663 1.119
H -1.592 0.919 -0.083
H -1.148 0.379 2.371
H -1.386 -1.077 1.375
H -2.692 -0.334 2.418
C 2.998 3.822 -1.512
C 3.715 2.973 -0.458
O 4.793 3.271 0.001
N 3.056 1.833 -0.124
C 3.570 0.862 0.831
H 2.635 3.171 -2.311
H 3.771 4.485 -1.897
H 2.199 4.378 -1.019
H 2.087 1.775 -0.387
H 3.673 1.343 1.804
H 4.500 0.419 0.487
H 2.813 0.084 0.918
```

Summary:
HOMO in eV: -11.702
Net charge: +1
LUMO energy in eV: -5.5
F_max in eV Å⁻¹: 1.84
2S+1: 1